The following is a quantum chemistry calculation of a structure of composition C14H52N10O12, from OMol25.

Geometry as XYZ:
```
88
Properties=species:S:1:pos:R:3
C -1.6140 0.8047 2.3229
O -0.7439 0.3486 1.3198
H -1.6501 1.8835 2.1713
H -2.6107 0.3646 2.3538
H -1.1689 0.8528 3.3167
H -1.2118 0.4841 0.4925
C 0.9261 2.9335 0.0057
O 0.8199 4.3628 -0.0347
H 1.3602 2.7877 0.9949
H -0.0481 2.4589 -0.1118
H 1.6076 2.5141 -0.7344
H 1.5701 4.7730 -0.4712
C -1.3812 3.3451 -2.3155
O -1.5851 3.4917 -3.6753
H -1.5480 4.2906 -1.7995
H -2.1575 2.6954 -1.9114
H -0.4403 2.9022 -1.9890
H -1.5660 2.6173 -4.0711
C 1.6704 1.3277 3.5334
O 1.9256 1.4801 2.1538
H 0.9319 0.5381 3.6721
H 2.5502 1.2341 4.1701
H 1.3737 2.3205 3.8716
H 1.9060 0.6438 1.6828
C 0.6423 0.2977 -0.4891
O -0.3683 1.0074 -1.2520
H 0.2555 -0.6265 -0.0596
H 1.4552 0.0459 -1.1701
H 0.9951 0.9526 0.3075
H -0.9910 0.3267 -1.5175
C 2.2901 -1.0034 1.8735
O 2.0864 -0.4363 0.7918
N 1.4440 -1.7519 2.4136
N 3.4688 -1.1464 2.5020
H 0.5255 -1.8206 1.9993
H 1.6106 -2.1012 3.3465
H 4.1957 -0.6082 2.0526
H 3.5732 -1.3893 3.4768
C -1.8117 -1.3661 -1.2240
O -1.9488 -0.2786 -1.7541
N -0.7228 -2.0591 -1.2372
N -2.7890 -1.8756 -0.5911
H -0.4848 -2.9096 -0.7473
H 0.0480 -1.7462 -1.8100
H -3.4872 -1.2177 -0.2751
H -2.4900 -2.5943 0.0525
C -1.7684 0.8192 -4.0745
O -2.4443 1.8328 -4.0624
N -2.0439 -0.1714 -4.8482
N -0.6259 0.7023 -3.4346
H -1.4564 -0.9924 -4.8182
H -2.8533 -0.0360 -5.4369
H -0.3642 1.4623 -2.8231
H -0.0827 -0.1212 -3.6513
C 4.5483 0.5928 -0.0029
O 5.0036 0.1281 1.0454
N 5.0701 1.5772 -0.6733
N 3.3880 0.1388 -0.4445
H 4.6806 1.7543 -1.5882
H 5.7651 2.1617 -0.2314
H 3.0684 0.4724 -1.3426
H 2.8350 -0.4242 0.1859
C -3.9534 0.8078 -0.0930
O -3.4793 0.0995 0.7930
N -3.4399 0.7395 -1.2621
N -4.8778 1.7002 0.0906
H -2.7355 0.0665 -1.5286
H -3.7995 1.2764 -2.0384
H -5.1012 2.3025 -0.6888
H -5.3900 1.6708 0.9605
C -1.9446 -2.5889 2.6949
C -0.6272 -1.9283 2.5931
O -0.4385 -1.6609 1.1764
H -2.2431 -3.3850 2.0129
H -2.8183 -1.9659 2.5034
H -1.9439 -2.9086 3.7369
H 0.1833 -2.5947 2.8882
H -0.5972 -1.0852 3.2833
H -0.4626 -0.7033 1.1127
C 1.8012 -3.4144 0.4599
C 1.8140 -2.8235 -1.0378
O 0.8874 -3.5811 -1.8699
H 1.9750 -4.4904 0.4611
H 0.8819 -3.0923 0.9491
H 2.5316 -2.9634 1.1317
H 2.8242 -2.9569 -1.4248
H 1.7150 -1.7403 -0.9671
H 0.1054 -3.8312 -1.3725
```

Computed properties:
HOMO energy, hartree: -0.2650
Gap between HOMO and LUMO, eV: 7.275
2S+1: 1
Calculated total energy, eV: -54804.6654

Charges per atom according to Mulliken partitioning, unit e: atom 1 (C): -1.424, atom 2 (O): 0.841, atom 3 (H): 0.375, atom 4 (H): 0.371, atom 5 (H): 0.471, atom 6 (H): -0.831, atom 7 (C): -0.675, atom 8 (O): -0.580, atom 9 (H): 0.093, atom 10 (H): -0.283, atom 11 (H): 0.627, atom 12 (H): 0.357, atom 13 (C): -0.625, atom 14 (O): -0.786, atom 15 (H): 0.497, atom 16 (H): -0.060, atom 17 (H): 0.356, atom 18 (H): 0.420, atom 19 (C): -0.839, atom 20 (O): -0.536, atom 21 (H): 0.266, atom 22 (H): 0.214, atom 23 (H): 0.300, atom 24 (H): 0.404, atom 25 (C): -0.749, atom 26 (O): 0.651, atom 27 (H): -0.758, atom 28 (H): 0.246, atom 29 (H): 0.514, atom 30 (H): -0.800, atom 31 (C): -1.420, atom 32 (O): -0.571, atom 33 (N): 0.105, atom 34 (N): -0.224, atom 35 (H): 0.823, atom 36 (H): 0.443, atom 37 (H): 0.470, atom 38 (H): 0.202, atom 39 (C): -0.438, atom 40 (O): -0.315, atom 41 (N): -0.053, atom 42 (N): -0.271, atom 43 (H): 0.233, atom 44 (H): 0.141, atom 45 (H): 0.128, atom 46 (H): 0.280, atom 47 (C): 0.678, atom 48 (O): -0.654, atom 49 (N): -0.419, atom 50 (N): -0.145, atom 51 (H): 0.180, atom 52 (H): 0.284, atom 53 (H): 0.173, atom 54 (H): 0.284, atom 55 (C): 0.465, atom 56 (O): -0.864, atom 57 (N): -0.371, atom 58 (N): 0.078, atom 59 (H): 0.178, atom 60 (H): 0.263, atom 61 (H): 0.234, atom 62 (H): 0.496, atom 63 (C): 0.337, atom 64 (O): -0.736, atom 65 (N): -0.261, atom 66 (N): -0.434, atom 67 (H): 0.509, atom 68 (H): 0.341, atom 69 (H): 0.168, atom 70 (H): 0.276, atom 71 (C): -1.696, atom 72 (C): -0.431, atom 73 (O): -0.699, atom 74 (H): 0.313, atom 75 (H): 0.320, atom 76 (H): 0.499, atom 77 (H): 0.800, atom 78 (H): 0.180, atom 79 (H): 0.978, atom 80 (C): -0.589, atom 81 (C): 0.508, atom 82 (O): -0.679, atom 83 (H): 0.510, atom 84 (H): -0.212, atom 85 (H): 0.399, atom 86 (H): 0.644, atom 87 (H): 0.102, atom 88 (H): 0.401



The following is a quantum chemistry calculation of a structure of composition C52H57I2N4O6S, from OMol25.

Geometry as XYZ:
```
122
Properties=species:S:1:pos:R:3
C -3.5965 -0.6793 -4.0292
C -4.1987 -1.2873 -2.6680
N -3.6350 -2.6243 -2.2717
N -2.2433 -2.6466 -2.2877
C -1.2589 -1.7443 -1.6523
C -1.6021 -0.4996 -0.7319
C -0.3567 0.2792 -0.0876
C -0.3489 1.8272 -0.6115
C 1.1936 2.2741 -0.7022
C 1.4132 3.8770 -0.6138
C 1.9747 4.3768 -2.0542
C 1.4517 5.8695 -2.3877
C 0.7537 5.9751 -3.8409
C -0.7865 6.4793 -3.7151
C -1.7605 5.2236 -3.9809
C -2.1701 5.1814 -5.5343
O -1.0426 4.9176 -6.4129
C -0.7452 3.4913 -6.4713
C 0.0488 -2.4021 -2.1376
O 1.3768 -1.9333 -1.8452
C 1.8164 -2.5840 -0.6490
N 2.1512 -2.8770 0.4761
N -0.2552 -3.5771 -2.9662
C 0.8906 -4.3696 -3.5046
C 1.8456 -3.5372 -4.5169
C 1.0416 -2.8546 -5.7362
S 1.8740 -1.3638 -6.4666
C -1.6870 -3.7486 -3.0641
C -2.3946 -4.9323 -3.8557
I -2.7799 -6.8026 -2.7798
C -2.7809 -4.8909 -5.2281
C -2.5338 -3.5777 -6.1124
I -3.6796 -6.6273 -6.1591
H -4.2198 -1.0781 -4.9074
H -3.6460 0.4784 -4.0010
H -2.5011 -0.9397 -4.2314
H -4.1641 -0.5009 -1.8163
H -5.3267 -1.4632 -2.8635
H -3.8817 -2.7206 -1.2602
H -2.2991 -0.8838 0.1124
H -2.2034 0.2704 -1.3545
H 0.6573 -0.2332 -0.1779
H -0.5705 0.3596 1.0500
H -0.9204 2.4609 0.1751
H -0.9062 1.9698 -1.6007
H 1.6469 1.8200 -1.6616
H 1.7495 1.7578 0.1734
H 2.2282 4.0902 0.1744
H 0.4853 4.4589 -0.2836
H 3.1289 4.4365 -2.0140
H 1.7159 3.6138 -2.8752
H 2.3247 6.6299 -2.3348
H 0.6889 6.1819 -1.5927
H 0.8254 4.9654 -4.4054
H 1.3486 6.7516 -4.4503
H -0.9476 7.3033 -4.5109
H -1.0273 6.9288 -2.6880
H -1.2570 4.2215 -3.7330
H -2.6816 5.3570 -3.3031
H -2.6313 6.1843 -5.8312
H -2.9858 4.3767 -5.6703
H -0.9036 3.1562 -7.5660
H -1.4375 2.8545 -5.8044
H 0.3666 3.3446 -6.2442
H 1.5236 -4.6970 -2.6001
H 0.5548 -5.3093 -4.0663
H 2.5638 -4.3193 -4.9797
H 2.5288 -2.8033 -3.9451
H 0.7956 -3.6712 -6.4986
H 0.0334 -2.4813 -5.2969
H 0.8921 -0.3561 -6.5210
H -3.0204 -3.7818 -7.1450
H -3.1093 -2.7122 -5.6402
H -1.4336 -3.3540 -6.3232
C 1.4725 2.8989 3.6641
C 2.7769 2.4665 3.4311
C 3.8473 3.1368 4.0134
C 3.6170 4.2506 4.8218
C 2.3134 4.6979 5.0351
C 1.2399 4.0127 4.4637
C 2.0587 5.9078 5.8504
O 0.9189 6.2967 6.0398
C 3.2089 6.6412 6.4236
C 2.9884 7.8153 7.1460
C 4.0628 8.5042 7.6998
C 5.3594 8.0188 7.5424
C 5.5837 6.8526 6.8187
C 4.5092 6.1667 6.2496
C 4.7619 4.9467 5.4516
O 5.8962 4.5230 5.3091
H 0.6364 2.3698 3.2167
H 2.9590 1.6045 2.7965
H 4.8608 2.7921 3.8325
H 0.2221 4.3481 4.6372
H 1.9806 8.1977 7.2755
H 3.8895 9.4197 8.2567
H 6.1965 8.5529 7.9808
H 6.5967 6.4821 6.6955
C -2.6735 -8.8794 7.5082
C -1.6469 -8.1348 8.0856
C -0.9105 -7.2451 7.3107
C -1.1913 -7.1060 5.9509
C -2.2033 -7.8696 5.3675
C -2.9520 -8.7488 6.1519
C -2.4784 -7.7681 3.9168
O -3.3645 -8.4317 3.4061
C -1.6549 -6.8542 3.0929
C -1.8638 -6.7900 1.7144
C -1.1035 -5.9242 0.9342
C -0.1418 -5.1155 1.5273
C 0.0745 -5.1794 2.8995
C -0.6760 -6.0569 3.6838
C -0.4144 -6.1439 5.1384
O 0.4325 -5.4373 5.6578
H -3.2536 -9.5667 8.1157
H -1.4221 -8.2467 9.1415
H -0.1154 -6.6641 7.7676
H -3.7494 -9.3357 5.7069
H -2.6160 -7.4169 1.2447
H -1.2664 -5.8816 -0.1389
H 0.4425 -4.4388 0.9212
H 0.8312 -4.5479 3.3552
```

Computed properties:
HOMO energy, hartree: -0.4014
Gap between HOMO and LUMO, eV: 6.989
Charge: +1
2S+1: 1
Calculated total energy, eV: -100114.4351

Here are the Mulliken charges for atoms 1 to 99, given in e: atom 1 (C): -0.814, atom 2 (C): -0.327, atom 3 (N): -0.949, atom 4 (N): 1.019, atom 5 (C): 0.140, atom 6 (C): -0.641, atom 7 (C): -0.250, atom 8 (C): -0.390, atom 9 (C): -0.465, atom 10 (C): -0.610, atom 11 (C): -0.670, atom 12 (C): -0.699, atom 13 (C): -0.146, atom 14 (C): -0.805, atom 15 (C): 0.026, atom 16 (C): -0.628, atom 17 (O): -0.386, atom 18 (C): -0.489, atom 19 (C): 0.031, atom 20 (O): -0.363, atom 21 (C): 0.626, atom 22 (N): -0.570, atom 23 (N): 1.156, atom 24 (C): -0.956, atom 25 (C): -0.660, atom 26 (C): 0.514, atom 27 (S): -0.227, atom 28 (C): 0.021, atom 29 (C): -0.845, atom 30 (I): 0.161, atom 31 (C): -0.033, atom 32 (C): -0.139, atom 33 (I): 0.104, atom 34 (H): 0.297, atom 35 (H): 0.304, atom 36 (H): 0.104, atom 37 (H): 0.278, atom 38 (H): 0.363, atom 39 (H): 0.267, atom 40 (H): 0.436, atom 41 (H): 0.142, atom 42 (H): 0.142, atom 43 (H): 0.205, atom 44 (H): 0.300, atom 45 (H): 0.139, atom 46 (H): 0.237, atom 47 (H): 0.108, atom 48 (H): 0.216, atom 49 (H): 0.453, atom 50 (H): 0.208, atom 51 (H): 0.333, atom 52 (H): 0.409, atom 53 (H): 0.316, atom 54 (H): -0.085, atom 55 (H): 0.425, atom 56 (H): 0.317, atom 57 (H): 0.386, atom 58 (H): -0.241, atom 59 (H): 0.413, atom 60 (H): 0.383, atom 61 (H): 0.272, atom 62 (H): 0.276, atom 63 (H): 0.140, atom 64 (H): 0.223, atom 65 (H): 0.279, atom 66 (H): 0.485, atom 67 (H): 0.453, atom 68 (H): 0.340, atom 69 (H): 0.437, atom 70 (H): -0.794, atom 71 (H): 0.134, atom 72 (H): 0.456, atom 73 (H): -0.233, atom 74 (H): -0.014, atom 75 (C): -0.278, atom 76 (C): -0.405, atom 77 (C): -0.660, atom 78 (C): 0.167, atom 79 (C): 0.234, atom 80 (C): -0.743, atom 81 (C): 0.575, atom 82 (O): -0.666, atom 83 (C): 0.208, atom 84 (C): -0.554, atom 85 (C): -0.467, atom 86 (C): -0.468, atom 87 (C): -0.555, atom 88 (C): 0.199, atom 89 (C): 0.550, atom 90 (O): -0.661, atom 91 (H): 0.422, atom 92 (H): 0.444, atom 93 (H): 0.473, atom 94 (H): 0.466, atom 95 (H): 0.457, atom 96 (H): 0.396, atom 97 (H): 0.399, atom 98 (H): 0.462, atom 99 (C): -0.465



The following is a quantum chemistry calculation of a structure of composition C34H41IrN7O2S, from OMol25.

Geometry as XYZ:
```
86
Properties=species:S:1:pos:R:3
Ir -0.9382 -0.4192 0.7335
N -0.9200 -1.0650 2.8356
C -1.7967 -2.1773 3.2508
C -1.7522 -3.2539 2.1993
N -2.0685 -2.6971 0.8829
C -1.4723 -3.4678 -0.2032
C 0.0311 -3.3797 -0.1304
N 0.4548 -1.9677 -0.0330
C -3.5313 -2.5509 0.7002
C -3.8721 -1.1362 0.2814
N -3.1650 -0.2196 1.1988
H 0.0759 -1.3496 2.8568
H -1.0240 -0.2550 3.4429
H -2.8086 -1.8005 3.3990
H -1.4775 -2.6146 4.1976
H -2.4273 -4.0747 2.4589
H -0.7434 -3.6604 2.1825
H -1.8152 -3.0391 -1.1474
H -1.7876 -4.5171 -0.1811
H 0.4439 -3.8587 -1.0183
H 0.4191 -3.9195 0.7296
H 0.7334 -1.6399 -0.9522
H 1.2317 -1.8570 0.6259
H -4.0274 -2.7839 1.6448
H -3.9085 -3.2536 -0.0439
H -4.9546 -0.9999 0.2858
H -3.5044 -0.9516 -0.7275
H -3.4502 -0.3831 2.1589
H -3.3438 0.7612 1.0037
C 3.3343 4.8175 -3.1393
C 2.5435 4.1774 -2.0331
C 2.1917 4.8941 -0.8921
C 1.4490 4.3096 0.1203
C 1.0548 2.9850 -0.0187
C 1.4053 2.2420 -1.1417
C 2.1402 2.8422 -2.1425
S 0.1853 2.2035 1.2808
O 0.2569 2.9913 2.4666
O -1.1803 1.8373 0.8373
N 0.8300 0.7158 1.4550
C 2.0710 0.5715 2.1678
C 2.9032 1.6464 2.3825
C 4.0952 1.5493 3.1237
C 4.4773 0.3717 3.6781
C 3.6792 -0.7694 3.4712
C 4.0470 -2.0242 4.0071
C 3.2767 -3.1248 3.7724
C 2.1206 -2.9614 3.0008
N 1.7359 -1.8131 2.4780
C 2.4923 -0.6924 2.6969
H 3.7354 5.7821 -2.8361
H 2.6973 4.9752 -4.0121
H 4.1578 4.1746 -3.4506
H 2.5094 5.9245 -0.7920
H 1.1804 4.8580 1.0150
H 1.1012 1.2071 -1.1949
H 2.4158 2.2767 -3.0261
H 2.6457 2.6067 1.9686
H 4.7100 2.4322 3.2397
H 5.3911 0.2905 4.2525
H 4.9484 -2.0929 4.6043
H 3.5364 -4.1001 4.1603
H 1.4729 -3.8146 2.8139
C -2.7997 3.8350 -2.6714
C -3.4773 3.1460 -1.6756
C -3.0061 1.9291 -1.2223
C -1.8703 1.3343 -1.7829
C -1.2619 1.9975 -2.8609
C -1.6914 3.2489 -3.2638
N -1.2998 0.1187 -1.3416
C -0.9093 -0.7427 -2.4129
C 0.4156 -1.0748 -2.7102
C 0.7084 -1.9773 -3.7289
C -0.3105 -2.5597 -4.4649
C -1.6276 -2.1909 -4.2150
C -1.9233 -1.2826 -3.2101
H -3.1379 4.8115 -2.9897
H -4.3902 3.5534 -1.2607
H -3.5777 1.3914 -0.4879
H -0.3977 1.5487 -3.3340
H -1.1624 3.7676 -4.0531
H 1.2255 -0.5445 -2.2167
H 1.7418 -2.1988 -3.9658
H -0.0812 -3.2753 -5.2429
H -2.4286 -2.5981 -4.8197
H -2.9503 -0.9954 -3.0141
```

Computed properties:
HOMO energy (spin up / spin down), hartree: -0.4609 / -0.4585
Gap between HOMO and LUMO (spin up / spin down), eV: 4.885 / 5.050
Charge: +2
⟨S²⟩: 0.764
2S+1: 2
Calculated total energy, eV: -64107.6838

Charges per atom according to Mulliken partitioning, unit e: atom 1 (Ir): 4.459, atom 2 (N): -0.493, atom 3 (C): -1.048, atom 4 (C): -0.743, atom 5 (N): 0.145, atom 6 (C): -1.282, atom 7 (C): -0.890, atom 8 (N): -0.799, atom 9 (C): -1.277, atom 10 (C): -0.212, atom 11 (N): -0.502, atom 12 (H): -0.082, atom 13 (H): 0.370, atom 14 (H): 0.261, atom 15 (H): 0.597, atom 16 (H): 0.405, atom 17 (H): 0.448, atom 18 (H): 0.548, atom 19 (H): 0.561, atom 20 (H): 0.691, atom 21 (H): 0.275, atom 22 (H): -0.013, atom 23 (H): 0.156, atom 24 (H): 0.467, atom 25 (H): 0.480, atom 26 (H): 0.604, atom 27 (H): -0.154, atom 28 (H): 0.257, atom 29 (H): 0.183, atom 30 (C): -1.513, atom 31 (C): 0.826, atom 32 (C): -0.861, atom 33 (C): -0.670, atom 34 (C): -0.023, atom 35 (C): 0.631, atom 36 (C): -0.573, atom 37 (S): 1.136, atom 38 (O): -0.680, atom 39 (O): -0.625, atom 40 (N): -0.354, atom 41 (C): 0.735, atom 42 (C): -0.482, atom 43 (C): -1.294, atom 44 (C): -0.883, atom 45 (C): 0.935, atom 46 (C): -0.581, atom 47 (C): -1.243, atom 48 (C): -0.011, atom 49 (N): -0.180, atom 50 (C): 0.338, atom 51 (H): 0.386, atom 52 (H): 0.320, atom 53 (H): 0.378, atom 54 (H): 0.401, atom 55 (H): 0.572, atom 56 (H): -0.652, atom 57 (H): 0.497, atom 58 (H): 0.251, atom 59 (H): 0.442, atom 60 (H): 0.449, atom 61 (H): 0.481, atom 62 (H): 0.450, atom 63 (H): 0.397, atom 64 (C): -0.809, atom 65 (C): -1.035, atom 66 (C): -0.243, atom 67 (C): 0.599, atom 68 (C): -0.111, atom 69 (C): -0.687, atom 70 (N): 1.180, atom 71 (C): -0.206, atom 72 (C): -0.225, atom 73 (C): -1.137, atom 74 (C): -0.686, atom 75 (C): -0.787, atom 76 (C): -0.573, atom 77 (H): 0.440, atom 78 (H): 0.488, atom 79 (H): 0.118, atom 80 (H): 0.425, atom 81 (H): 0.474, atom 82 (H): 0.519, atom 83 (H): 0.481, atom 84 (H): 0.462, atom 85 (H): 0.489, atom 86 (H): 0.415